A structure of composition C42H57BN7OOsS3Si. Source: the OMol25 dataset; level of theory: the ωB97M-V functional and the def2-TZVPD basis.

Its molar mass is 1001.3 u. Its total energy is -100463.84097 eV. Its spin multiplicity is 5. The total charge is +3. The HOMO energy (alpha / beta) comes out at -0.582 / -0.598 hartree. The value obtained for the HOMO-LUMO gap (alpha / beta) is 0.2666 / 0.1991 hartree.

Cartesian coordinates (Å):
Os1 1.86067 0.47344 1.44576
C1 0.64975 2.99307 -3.12461
C2 -0.24982 2.19888 -2.21519
C3 -1.61317 2.22084 -2.29083
C4 -2.41822 1.48263 -1.38472
N1 -1.87183 0.66448 -0.52119
N2 -0.53931 0.61357 -0.48767
B1 0.15760 -0.46835 0.37079
N3 -0.81741 -1.19495 1.33629
N4 -1.84335 -1.79979 0.72706
C5 -2.69099 -2.45984 1.47928
C6 -2.51521 -2.52533 2.88547
C7 -1.45998 -1.91861 3.49925
C8 -1.21734 -1.96465 4.98416
C9 -0.58317 -1.23391 2.64148
S1 0.80938 -0.43157 3.29774
C10 -3.87315 -3.14685 0.82466
C11 -3.82338 -3.01185 -0.69981
C12 -3.83312 -4.63983 1.20680
C13 -5.16361 -2.50807 1.37030
N5 0.75670 -1.50549 -0.63408
N6 -0.03394 -1.73688 -1.68752
C14 0.34479 -2.64713 -2.54620
C15 1.54589 -3.37705 -2.33420
C16 2.36600 -3.10797 -1.27478
C17 3.67345 -3.80852 -1.03086
C18 1.91827 -2.08686 -0.41015
S2 2.85379 -1.56695 0.96427
C19 -0.52912 -2.88446 -3.76536
C20 -1.72695 -1.93189 -3.77271
C21 -1.02244 -4.34111 -3.73795
C22 0.32288 -2.64320 -5.02588
C23 0.27540 1.38291 -1.19592
S3 1.97277 1.32997 -0.78700
C24 -3.92984 1.61499 -1.39671
C25 -4.45268 1.22350 -2.78940
C26 -4.26901 3.08727 -1.09917
C27 -4.57036 0.71540 -0.33838
H1 0.06908 3.57746 -3.83632
H2 1.27763 3.67805 -2.54877
H3 1.31719 2.33156 -3.68368
H4 -2.09242 2.82150 -3.05598
H5 -3.23127 -3.07952 3.48501
H6 -2.01954 -2.49668 5.49100
H7 -0.27392 -2.47089 5.21091
H8 -1.15527 -0.95599 5.40420
H9 -2.99305 -3.59642 -1.11342
H10 -4.75372 -3.39532 -1.12364
H11 -3.69458 -1.97371 -1.01989
H12 -2.87719 -5.09978 0.93777
H13 -4.01225 -4.80477 2.27297
H14 -4.62173 -5.16362 0.66364
H15 -5.21431 -1.43716 1.14943
H16 -6.02418 -2.99265 0.90523
H17 -5.25928 -2.64155 2.45233
H18 1.82946 -4.14654 -3.04365
H19 3.86694 -4.55040 -1.80377
H20 4.49867 -3.08870 -1.02621
H21 3.67344 -4.31560 -0.06162
H22 -2.32645 -2.02454 -2.86288
H23 -1.40299 -0.88903 -3.86146
H24 -2.35986 -2.16470 -4.62998
H25 -1.59449 -4.55183 -2.82960
H26 -1.67516 -4.51519 -4.59596
H27 -0.20020 -5.05942 -3.80359
H28 0.71473 -1.62095 -5.05137
H29 1.16371 -3.33968 -5.10540
H30 -0.30155 -2.78655 -5.91064
H31 -4.07996 1.88737 -3.57576
H32 -4.17787 0.19465 -3.04436
H33 -5.54203 1.29453 -2.79594
H34 -3.85590 3.77111 -1.84806
H35 -5.35381 3.21206 -1.10690
H36 -3.90195 3.38790 -0.11130
H37 -4.30553 -0.33425 -0.49952
H38 -4.25537 0.99448 0.67254
H39 -5.65546 0.81153 -0.39818
C28 0.59283 3.07856 4.87561
Si1 0.32123 3.14123 3.05187
C29 -0.00242 4.79604 2.29926
C30 -1.16501 2.12170 2.59720
N7 1.85322 2.42858 2.27115
C31 3.02239 3.09276 2.37564
C32 3.13792 4.34128 3.09425
C33 4.29435 5.04392 3.13247
C34 5.44617 4.54640 2.47594
C35 5.41274 3.31934 1.82688
C36 4.24750 2.60113 1.78871
O1 4.19285 1.34587 1.24785
C37 5.16640 0.97104 0.26263
C38 5.91220 -0.14893 0.53802
C39 6.84420 -0.57103 -0.40358
C40 7.01104 0.13370 -1.58707
C41 6.25219 1.27315 -1.82950
C42 5.31683 1.70179 -0.89779
H40 -0.37022 3.18094 5.38820
H41 1.24776 3.86801 5.25161
H42 1.02759 2.11862 5.16259
H43 -0.79671 5.27222 2.88850
H44 -0.38828 4.65618 1.28356
H45 0.83521 5.49231 2.24973
H46 -1.98617 2.82133 2.39656
H47 -1.47584 1.46836 3.42063
H48 -1.05081 1.50987 1.69906
H49 2.28454 4.71779 3.63509
H50 4.34230 5.97402 3.68437
H51 6.37031 5.11101 2.49848
H52 6.30553 2.91626 1.37136
H53 5.80138 -0.65996 1.48813
H54 7.45931 -1.43851 -0.19531
H55 7.74866 -0.19094 -2.31264
H56 6.39686 1.84020 -2.74175
H57 4.73242 2.59914 -1.06791